DFT (ωB97M-V with the def2-TZVPD basis set) results for a structure of composition C13H29CuNO3 in a non-equilibrium geometry.

## Properties
* ΔE to the lowest compared entry with this formula, charge and spin: 125.3 kcal per mole
* E_LUMO: 0.017 hartree
* M: 310.92 g/mol

The geometry in ORCA input format:
```
! wB97M-V def2-TZVPD RIJCOSX def2/J DEFGRID3
* xyz -1 1
Cu 0.34180 -1.30320 -2.06913
C 5.09144 -2.31294 -5.07819
C 4.12421 -1.16928 -5.25377
O 2.77646 -1.48801 -5.28065
H 5.17933 -2.80576 -6.04645
H 4.74783 -3.02420 -4.32709
H 6.11558 -2.04444 -4.81910
H 4.37181 -0.54460 -6.11199
H 4.21069 -0.45936 -4.43119
C -5.20813 -2.17098 -3.68788
C -4.38971 -0.95434 -4.09105
O -3.04759 -1.39687 -4.56520
H -6.28590 -2.08548 -3.54926
H -4.83198 -2.59700 -2.75776
H -5.28869 -2.95699 -4.43874
H -4.30689 -0.25899 -3.25574
H -4.84888 -0.45623 -4.94495
C 1.16678 2.89233 2.18784
C 1.19669 1.39324 2.01912
C 1.59416 0.76604 3.40451
C 0.56612 0.50180 4.35232
C -0.68155 -0.18066 3.79849
C -1.21636 0.31862 2.44816
N -0.07224 0.78665 1.50407
O -0.55392 1.45429 0.38356
C -1.97474 -0.83941 1.75208
C -2.15288 1.50606 2.81934
C 2.31605 0.99885 1.03643
H 0.22570 3.29305 2.56451
H 1.26128 3.36987 1.21259
H 1.96045 3.29190 2.81913
H 2.33788 -0.03078 3.41118
H 2.27950 1.48501 3.85339
H 0.23912 1.37140 4.92238
H 1.00860 -0.04115 5.18750
H -1.48690 -0.01932 4.51507
H -0.55168 -1.25756 3.90580
H -1.26439 -1.62997 1.51019
H -2.78381 -1.21058 2.38116
H -2.53490 -0.70779 0.82634
H -2.39163 2.28422 2.09439
H -3.10497 1.39213 3.33766
H -1.44751 2.08326 3.41717
H 3.28892 1.08849 1.51975
H 2.25227 1.37586 0.01569
H 2.21999 -0.06468 0.81785
H -0.44735 2.35766 0.69042
*
```

natural (NBO) analysis output, partial charges in e: 0.548, -0.634, -0.074, -0.822, 0.187, 0.196, 0.174, 0.111, 0.104, -0.627, -0.103, -0.859, 0.168, 0.184, 0.197, 0.122, 0.128, -0.665, 0.106, -0.410, -0.408, -0.415, 0.130, -0.191, -0.549, -0.622, -0.654, -0.617, 0.210, 0.213, 0.229, 0.216, 0.208, 0.193, 0.217, 0.214, 0.214, 0.211, 0.206, 0.235, 0.216, 0.223, 0.194, 0.207, 0.226, 0.220, 0.445